C29H42O10 | ωB97M-V/def2-TZVPD

Results
Kohn-Sham gap   10.0 eV
Structure (SMILES)   C[C@@H]1O[C@H](O[C@H]2CC[C@]3(C=O)[C@@H]4CC[C@@]5(C)[C@@H](C6=CC(=O)OC6)CC[C@@]5(O)[C@H]4CC[C@]3(O)C2)[C@@H](O)[C@H](O)[C@@H]1O

```
! wB97M-V def2-TZVPD RIJCOSX def2/J DEFGRID3
* xyz 0 1
C -1.845 -2.154 4.917
C -1.688 -3.540 4.310
O -0.838 -3.411 3.185
C -0.573 -4.619 2.543
O 0.359 -4.498 1.506
C 0.542 -3.257 0.817
C -0.750 -2.631 0.295
C -0.459 -1.341 -0.470
C 0.283 -0.323 0.404
C -0.610 0.045 1.569
O -0.255 0.587 2.584
C 0.608 1.016 -0.322
C -0.645 1.711 -0.854
C -0.285 3.057 -1.474
C 0.699 2.926 -2.641
C 0.018 2.302 -3.856
C 1.326 4.304 -3.001
C 0.348 5.408 -3.176
C -0.332 6.143 -2.291
C -1.185 7.098 -3.018
O -1.947 7.916 -2.587
O -0.980 6.908 -4.350
C -0.035 5.885 -4.550
C 2.365 4.550 -1.892
C 2.761 3.159 -1.366
C 1.960 2.131 -2.189
O 2.713 1.713 -3.317
C 1.627 0.822 -1.446
C 2.909 0.188 -0.905
C 2.614 -1.138 -0.217
C 1.623 -0.929 0.936
O 2.264 -0.046 1.827
C 1.322 -2.251 1.666
C -1.875 -5.266 2.022
O -1.601 -6.500 1.405
C -2.825 -5.487 3.201
O -4.078 -5.958 2.763
C -3.046 -4.144 3.913
O -3.730 -3.257 3.068
H -2.404 -2.218 5.845
H -2.378 -1.517 4.218
H -0.866 -1.726 5.111
H -1.216 -4.228 5.032
H -0.115 -5.337 3.256
H 1.161 -3.572 -0.031
H -1.255 -3.336 -0.369
H -1.402 -2.421 1.143
H 0.123 -1.570 -1.361
H -1.410 -0.915 -0.794
H -1.679 -0.195 1.420
H 1.061 1.661 0.439
H -1.136 1.087 -1.600
H -1.352 1.880 -0.039
H 0.150 3.687 -0.699
H -1.195 3.546 -1.827
H -0.838 2.901 -4.157
H 0.711 2.228 -4.690
H -0.329 1.299 -3.628
H 1.845 4.177 -3.959
H -0.322 6.108 -1.220
H -0.482 5.092 -5.160
H 0.826 6.292 -5.094
H 3.222 5.097 -2.284
H 1.932 5.155 -1.098
H 2.529 3.067 -0.308
H 3.828 2.970 -1.485
H 3.163 2.477 -3.691
H 1.210 0.156 -2.206
H 3.368 0.852 -0.173
H 3.607 0.036 -1.727
H 2.229 -1.860 -0.933
H 3.535 -1.534 0.210
H 1.614 0.247 2.486
H 2.266 -2.702 1.978
H 0.744 -2.030 2.564
H -2.359 -4.583 1.309
H -0.764 -6.402 0.932
H -2.368 -6.209 3.895
H -3.911 -6.695 2.163
H -3.633 -4.324 4.828
H -4.471 -3.755 2.695
*
```


C13H15FeN2O | ωB97M-V/def2-TZVPD

Results
Kohn-Sham gap (spin up / spin down)   3.7 / 4.7 eV

```
! wB97M-V def2-TZVPD RIJCOSX def2/J DEFGRID3
* xyz -2 6
C -1.047 2.338 2.044
C 0.065 2.949 1.373
C 1.234 2.149 1.640
C 0.837 1.049 2.485
C -0.568 1.173 2.731
Fe -0.232 0.882 0.538
C 0.002 1.283 -1.388
C -1.337 1.384 -0.914
C -2.521 1.990 -1.159
N -1.609 0.089 0.643
H 2.245 2.349 1.286
H 0.044 3.883 0.810
H 1.488 0.281 2.899
H -1.145 0.525 3.388
H -2.061 2.729 2.078
H 0.567 2.210 -1.523
H -2.372 -0.583 0.622
H 0.202 0.543 -2.169
H -2.586 2.619 -2.063
H -3.341 1.937 -0.436
O 1.074 -0.400 0.322
N 1.044 -1.575 -0.343
C 1.964 -1.717 -1.327
C 1.926 -2.854 -2.130
C 0.956 -3.827 -1.872
C 0.069 -3.668 -0.810
C 0.136 -2.522 -0.034
H 2.663 -0.883 -1.469
H 2.649 -2.929 -2.933
H 0.894 -4.697 -2.518
H -0.692 -4.401 -0.569
H -0.549 -2.306 0.799
*
```


C35H52AsN2PSSi3W | ωB97M-V/def2-TZVPD

Results
Kohn-Sham gap (spin up / spin down)   7.3 / 8.0 eV

```
! wB97M-V def2-TZVPD RIJCOSX def2/J DEFGRID3
* xyz 2 3
W 0.184 -0.618 -0.243
C 1.764 1.743 2.668
Si 2.110 0.054 1.926
C 0.635 -0.907 2.667
C 3.663 -0.639 2.679
C 2.179 -0.006 -0.007
Si 3.412 -1.170 -0.910
C 3.820 -2.689 0.073
C 5.068 -0.370 -1.260
C 2.684 -1.566 -2.600
Si 2.497 1.710 -0.688
C 3.963 2.613 0.021
C 2.536 1.892 -2.548
C 0.873 2.536 -0.207
C 0.744 3.910 -0.067
C -0.452 4.466 0.350
C -1.505 3.608 0.623
C -1.334 2.253 0.435
N -0.178 1.698 0.011
H 1.892 1.616 3.748
H 0.733 2.061 2.509
H 2.416 2.560 2.371
H 0.899 -0.938 3.730
H 0.481 -1.929 2.335
H -0.320 -0.371 2.615
H 3.651 -0.433 3.752
H 4.557 -0.175 2.258
H 3.746 -1.717 2.546
H 4.695 -2.484 0.692
H 4.078 -3.524 -0.581
H 3.017 -3.003 0.729
H 5.642 -0.214 -0.344
H 5.036 0.573 -1.803
H 5.633 -1.073 -1.879
H 1.618 -1.810 -2.589
H 3.208 -2.407 -3.064
H 2.814 -0.710 -3.263
H 4.875 2.071 -0.231
H 3.945 2.733 1.101
H 4.054 3.605 -0.428
H 3.382 1.415 -3.041
H 2.604 2.963 -2.758
H 1.619 1.523 -3.013
H 1.603 4.540 -0.260
H -0.556 5.535 0.480
H -2.457 3.972 0.979
H -2.152 1.583 0.632
C -2.175 -2.214 -3.399
As -2.785 -0.621 -2.537
C -4.679 -0.527 -2.773
C -1.986 0.876 -3.433
S -2.396 -0.583 -0.426
H -2.571 -2.218 -4.414
H -2.546 -3.075 -2.848
H -1.087 -2.236 -3.422
H -4.914 -0.593 -3.834
H -5.037 0.416 -2.366
H -5.135 -1.355 -2.235
H -1.852 0.631 -4.486
H -1.022 1.094 -2.978
H -2.642 1.738 -3.332
N 0.083 -2.429 -0.174
P -0.049 -4.056 0.085
C -0.355 -4.806 -1.511
C -1.479 -5.598 -1.731
C -1.698 -6.149 -2.987
C -0.801 -5.910 -4.018
C 0.324 -5.122 -3.800
C 0.547 -4.570 -2.551
C 1.366 -4.845 0.839
C 1.615 -4.607 2.195
C 2.686 -5.217 2.819
C 3.500 -6.090 2.104
C 3.232 -6.362 0.772
C 2.166 -5.740 0.135
C -1.395 -4.442 1.198
C -2.349 -3.509 1.582
C -3.381 -3.886 2.432
C -3.464 -5.193 2.886
C -2.511 -6.130 2.503
C -1.472 -5.759 1.669
H -2.185 -5.787 -0.932
H -2.567 -6.770 -3.156
H -0.973 -6.346 -4.993
H 1.028 -4.946 -4.603
H 1.427 -3.963 -2.380
H 0.960 -3.967 2.774
H 2.877 -5.031 3.867
H 4.333 -6.574 2.595
H 3.848 -7.063 0.226
H 1.963 -5.967 -0.903
H -2.287 -2.492 1.226
H -4.116 -3.156 2.740
H -4.269 -5.485 3.547
H -2.571 -7.147 2.866
H -0.722 -6.490 1.393
*
```


C4H7NO3 | ωB97M-V/def2-TZVPD

Results
Relative energy (zero: lowest compared OMol25 entry of this formula, charge and spin)   222.5 kcal/mol
Kohn-Sham gap   9.3 eV
Structure (SMILES)   C#C/C=N\OC.OO

```
! wB97M-V def2-TZVPD RIJCOSX def2/J DEFGRID3
* xyz 0 1
C 3.016 -1.856 -0.308
C 2.029 -1.463 0.391
C 0.669 -0.879 0.280
N 0.435 0.315 -0.154
O 1.632 1.034 -0.265
C 1.349 2.413 0.030
H 3.966 -2.225 0.030
H -0.205 -1.301 0.697
H 2.305 2.926 -0.081
H 0.973 2.502 1.070
H 0.615 2.808 -0.703
O -3.305 0.190 0.409
O -4.063 -0.610 -0.482
H -3.800 0.077 1.245
H -3.386 -1.206 -0.841
*
```